{
  "formula": "C29H39F6INO23S2",
  "method": "ωB97M-V/def2-TZVPD",
  "orbital_gap_ev": 8.70,
  "fmax_ev_per_a": 5.30,
  "charge": 1,
  "e_homo_ev": -12.41,
  "symbols": ["C", "C", "S", "C", "C", "C", "O", "C", "S", "C", "O", "O", "C", "I", "N", "C", "O", "C", "C", "O", "H", "H", "H", "H", "H", "H", "H", "H", "H", "H", "H", "H", "H", "H", "H", "H", "H", "H", "H", "H", "H", "C", "C", "O", "C", "O", "O", "F", "H", "H", "H", "C", "C", "O", "C", "O", "O", "F", "H", "H", "H", "C", "C", "O", "C", "O", "O", "F", "H", "H", "H", "C", "C", "O", "C", "O", "O", "F", "H", "H", "H", "C", "C", "O", "C", "O", "O", "F", "H", "H", "H", "C", "C", "O", "C", "O", "O", "F", "H", "H", "H"],
  "positions_angstrom": [[3.656, -1.554, 2.570], [2.542, -2.293, 1.846], [1.084, -1.253, 1.561], [1.156, -1.034, -0.237], [-0.173, -1.151, -0.979], [-1.086, 0.052, -0.748], [-1.901, -0.085, 0.404], [-2.730, -1.187, 0.242], [-4.122, -0.972, 1.424], [-3.677, -1.686, 2.986], [-5.291, -1.592, 0.885], [-4.200, 0.444, 1.624], [-1.879, -2.444, 0.407], [-3.133, -4.202, 0.297], [-0.894, -2.470, -0.727], [0.062, -3.591, -0.627], [0.839, -3.460, -1.779], [1.909, -4.369, -1.837], [1.596, -5.744, -2.347], [3.006, -3.959, -1.495], [3.692, -0.521, 2.249], [4.616, -2.013, 2.387], [3.499, -1.553, 3.639], [2.246, -3.159, 2.423], [2.914, -2.664, 0.901], [1.879, -1.703, -0.682], [1.517, -0.035, -0.445], [0.075, -1.149, -2.032], [-1.737, 0.204, -1.610], [-0.489, 0.941, -0.631], [-3.177, -1.237, -0.754], [-2.634, -1.493, 3.193], [-4.308, -1.158, 3.685], [-3.931, -2.734, 3.001], [-1.358, -2.474, 1.347], [-1.445, -2.667, -1.568], [-0.470, -4.535, -0.620], [0.646, -3.491, 0.280], [1.339, -6.426, -1.549], [0.806, -5.670, -3.082], [2.470, -6.084, -2.868], [4.826, 0.205, -1.875], [4.468, -1.068, -1.142], [3.820, -0.573, 0.028], [3.271, 0.629, -0.289], [2.434, 1.173, 0.359], [3.766, 1.085, -1.454], [5.557, -1.779, -0.780], [5.787, 0.601, -1.545], [4.830, 0.098, -2.955], [3.777, -1.724, -1.670], [-4.999, 3.445, 2.685], [-5.202, 3.418, 4.181], [-5.284, 4.794, 4.500], [-5.768, 5.447, 3.402], [-6.194, 6.548, 3.398], [-5.700, 4.637, 2.310], [-4.143, 2.866, 4.830], [-3.946, 3.545, 2.420], [-5.413, 2.576, 2.184], [-6.116, 2.918, 4.505], [1.148, 2.466, 1.686], [1.756, 3.101, 0.457], [1.766, 4.475, 0.794], [1.861, 4.550, 2.161], [2.156, 5.519, 2.762], [1.582, 3.346, 2.722], [0.969, 2.908, -0.645], [0.056, 2.468, 1.634], [1.502, 1.453, 1.856], [2.770, 2.772, 0.227], [-9.147, 3.982, 0.852], [-8.568, 2.639, 1.236], [-9.663, 1.768, 1.063], [-10.477, 2.312, 0.103], [-11.337, 1.729, -0.458], [-10.133, 3.605, -0.116], [-8.168, 2.608, 2.537], [-9.632, 4.463, 1.703], [-8.418, 4.662, 0.421], [-7.741, 2.307, 0.605], [4.328, -8.528, -4.841], [5.072, -7.696, -5.863], [4.017, -6.982, -6.495], [3.007, -6.857, -5.601], [2.090, -6.110, -5.699], [3.195, -7.693, -4.547], [5.709, -8.456, -6.776], [3.983, -9.470, -5.266], [4.905, -8.727, -3.942], [5.780, -6.983, -5.438], [4.419, 6.870, 0.356], [5.076, 6.996, -0.999], [6.453, 7.003, -0.667], [6.601, 6.302, 0.498], [7.630, 5.898, 0.917], [5.394, 6.122, 1.091], [4.756, 8.156, -1.621], [4.273, 7.843, 0.825], [3.470, 6.345, 0.322], [4.877, 6.166, -1.680]]
}